# 1
{"formula": "C6H13N2S2", "method": "ωB97M-V/def2-TZVPD", "symbols": ["C", "C", "C", "C", "C", "C", "N", "N", "S", "S", "H", "H", "H", "H", "H", "H", "H", "H", "H", "H", "H", "H", "H"], "xyz": [[1.1791, 0.2016, -0.0041], [-0.1898, -1.7346, 0.0191], [-1.1636, -0.1253, -0.5665], [2.2676, -1.9651, -0.0169], [-0.2385, 2.0904, -0.7486], [-0.5138, 1.1210, 1.4366], [1.0901, -1.1275, 0.0426], [-0.2126, 0.8344, 0.0185], [2.4983, 1.1303, -0.0200], [-2.8416, -0.0686, 0.0259], [-0.6120, -1.9896, 0.9863], [-0.3081, -2.5081, -0.7301], [-1.0904, -0.1490, -1.6471], [3.1114, -1.4435, 0.4330], [2.0752, -2.8825, 0.5345], [2.5207, -2.2146, -1.0478], [-1.2485, 2.4995, -0.7416], [0.4393, 2.8074, -0.2917], [0.0870, 1.9050, -1.7719], [-1.4622, 1.6500, 1.5111], [-0.5900, 0.1909, 1.9935], [0.2814, 1.7354, 1.8552], [-3.3688, 0.4213, -1.0980]], "atomic_forces_ev_per_a": [[-3.277, 1.203, -0.675], [-2.260, 3.493, -1.237], [1.335, -3.788, 1.120], [0.372, -0.260, 0.149], [-0.013, 0.795, -0.423], [-0.502, 0.374, 0.726], [0.093, -2.735, 0.307], [0.802, -0.184, 0.218], [3.117, 1.784, 0.163], [0.174, -0.201, -0.078], [0.056, -0.084, 0.118], [0.071, -0.120, -0.018], [0.135, 0.158, 0.015], [-0.102, -0.077, -0.084], [-0.009, -0.028, -0.012], [-0.043, -0.007, -0.120], [-0.022, -0.151, 0.058], [-0.046, -0.069, 0.000], [-0.031, -0.087, 0.086], [0.073, 0.037, 0.026], [0.071, -0.060, -0.039], [0.068, -0.053, -0.168], [-0.061, 0.059, -0.134]], "orbital_gap_ha": [0.2672, 0.2414], "s_squared": 2.006, "spin_multiplicity": 3, "lumo_ev": [-2.66, -6.67], "charge": 1, "e_tot_ha": -1141.882240}


# 2
{"formula": "C29H37N8O6PS2", "method": "ωB97M-V/def2-TZVPD", "symbols": ["N", "C", "O", "O", "S", "O", "O", "P", "O", "O", "S", "H", "H", "N", "C", "C", "C", "C", "H", "H", "H", "H", "H", "N", "C", "C", "C", "C", "H", "H", "H", "H", "H", "N", "C", "C", "C", "C", "H", "H", "H", "H", "H", "N", "C", "C", "C", "C", "H", "H", "H", "H", "H", "N", "C", "C", "C", "C", "H", "H", "H", "H", "H", "N", "C", "C", "C", "C", "H", "H", "H", "H", "H", "N", "C", "C", "C", "C", "H", "H", "H", "H", "H"], "xyz": [[3.6908, 0.2131, 3.9983], [3.0810, 0.8693, 3.3242], [2.2027, 1.3919, 2.4496], [1.8119, 2.6461, 2.9456], [0.3988, 2.3326, 3.8591], [0.2949, 3.4819, 4.7088], [-0.8998, 2.4122, 2.7948], [-1.8602, 1.0464, 2.7953], [-1.2368, -0.1690, 3.6820], [-3.3119, 1.5323, 3.4248], [-2.1660, 0.4659, 0.9840], [-1.7941, -0.3775, 4.4537], [-3.0922, 1.9843, 4.2667], [2.3673, 2.4582, -0.4944], [1.6562, 2.5286, -1.6635], [2.5410, 2.7719, -2.6817], [3.8373, 2.8468, -2.1071], [3.6988, 2.6467, -0.7582], [1.9735, 2.2930, 0.4146], [0.5857, 2.4003, -1.6675], [2.2873, 2.8824, -3.7238], [4.7653, 3.0261, -2.6254], [4.4287, 2.6230, 0.0346], [-5.5424, 0.2924, 1.1568], [-6.2815, 0.9529, 0.2166], [-7.4531, 0.2614, 0.0370], [-7.4202, -0.8579, 0.9079], [-6.2298, -0.8082, 1.5866], [-4.6307, 0.5707, 1.4857], [-5.9115, 1.8542, -0.2437], [-8.2454, 0.5297, -0.6431], [-8.1816, -1.6126, 1.0239], [-5.8131, -1.4606, 2.3366], [-1.8338, -0.4201, 7.5394], [-1.4409, 0.8810, 7.3452], [-0.6451, 1.2434, 8.3978], [-0.5463, 0.1195, 9.2584], [-1.2866, -0.8900, 8.7024], [-2.4290, -0.9477, 6.9268], [-1.7641, 1.4344, 6.4773], [-0.1835, 2.2077, 8.5357], [0.0060, 0.0590, 10.1818], [-1.4723, -1.8985, 9.0325], [2.4167, -0.7990, -1.6787], [3.3073, -1.6720, -1.1168], [3.0681, -2.9162, -1.6408], [1.9946, -2.7868, -2.5590], [1.6170, -1.4689, -2.5618], [2.3590, 0.1854, -1.4746], [4.0314, -1.3337, -0.3937], [3.6047, -3.8182, -1.3937], [1.5505, -3.5705, -3.1509], [0.8494, -0.9517, -3.1139], [5.0539, 7.0082, -3.3966], [5.7474, 7.3439, -4.5286], [5.3449, 6.5046, -5.5336], [4.3663, 5.6315, -4.9887], [4.2071, 5.9688, -3.6704], [5.1512, 7.4560, -2.5034], [6.4654, 8.1473, -4.5196], [5.7105, 6.5157, -6.5477], [3.8391, 4.8460, -5.5062], [3.5678, 5.5602, -2.9053], [1.2104, -5.0695, -5.7605], [2.2848, -5.6659, -6.3638], [2.7719, -4.8021, -7.3088], [1.9639, -3.6359, -7.2718], [1.0123, -3.8293, -6.3061], [0.6545, -5.4778, -5.0307], [2.6073, -6.6509, -6.0696], [3.6153, -4.9856, -7.9546], [2.0699, -2.7549, -7.8840], [0.2126, -3.1952, -5.9606], [-4.0958, -3.4456, 1.2763], [-3.2626, -4.3535, 1.8730], [-3.5211, -5.5843, 1.3295], [-4.5464, -5.4114, 0.3630], [-4.8773, -4.0813, 0.3519], [-4.1279, -2.4636, 1.4839], [-2.5612, -4.0457, 2.6312], [-3.0288, -6.5063, 1.5944], [-4.9900, -6.1758, -0.2543], [-5.5997, -3.5334, -0.2307]], "atomic_forces_ev_per_a": [[2.384, -1.877, 2.364], [-3.333, 1.877, -3.281], [1.423, -1.269, 0.475], [-1.152, 1.503, 0.085], [0.207, -0.327, 1.511], [-0.002, 0.025, -0.685], [0.378, -1.039, 1.110], [-1.830, -0.923, -3.024], [-0.679, 1.793, 0.346], [2.809, -0.191, 0.915], [0.414, 0.255, 0.682], [0.367, 0.008, -0.121], [-0.772, 0.109, -0.186], [-0.006, -0.075, -0.056], [-0.161, 0.060, 0.008], [-0.057, -0.033, 0.002], [0.104, -0.062, 0.083], [0.018, 0.018, 0.053], [0.030, 0.034, -0.135], [0.028, 0.031, -0.013], [0.011, -0.018, 0.033], [-0.040, -0.005, 0.006], [0.001, 0.011, -0.046], [-0.121, 0.065, 0.081], [0.041, -0.007, 0.002], [0.029, 0.092, -0.037], [-0.027, -0.100, 0.039], [0.076, 0.008, 0.029], [-0.110, -0.010, -0.157], [-0.022, -0.040, -0.009], [0.027, -0.008, 0.024], [0.031, 0.021, -0.001], [-0.130, 0.012, 0.036], [0.086, 0.053, -0.089], [-0.068, -0.092, -0.078], [0.042, 0.112, -0.091], [-0.037, -0.100, 0.005], [-0.017, -0.044, 0.019], [-0.039, -0.028, 0.164], [-0.011, 0.075, 0.083], [-0.014, -0.033, -0.015], [-0.021, 0.004, -0.035], [0.014, 0.043, 0.010], [0.042, -0.063, 0.035], [-0.038, 0.059, 0.060], [0.079, -0.015, 0.082], [-0.094, 0.014, -0.049], [-0.046, 0.061, 0.036], [0.053, -0.012, -0.128], [0.000, -0.031, -0.036], [-0.007, 0.034, -0.016], [0.049, 0.038, -0.016], [0.028, -0.030, 0.004], [-0.027, -0.010, -0.114], [0.066, 0.038, 0.036], [0.064, 0.076, -0.021], [-0.059, -0.044, 0.061], [-0.042, 0.015, 0.110], [-0.018, -0.024, -0.054], [-0.012, -0.040, -0.027], [-0.011, 0.006, 0.036], [0.013, 0.029, 0.018], [0.022, -0.027, -0.050], [0.074, 0.075, -0.064], [-0.022, -0.088, 0.038], [0.052, -0.093, 0.020], [-0.072, 0.080, 0.016], [-0.100, -0.014, 0.039], [0.034, 0.027, -0.040], [0.007, 0.034, -0.031], [-0.023, 0.004, 0.031], [-0.002, -0.024, 0.032], [0.037, -0.002, -0.027], [0.080, -0.144, 0.023], [-0.011, 0.061, 0.060], [0.080, -0.017, 0.077], [-0.050, 0.043, -0.052], [-0.086, 0.061, -0.024], [0.041, -0.022, -0.166], [0.007, -0.039, -0.041], [-0.010, 0.035, -0.009], [0.016, 0.032, 0.014], [0.016, -0.013, 0.035]], "orbital_gap_ha": 0.2587, "spin_multiplicity": 1, "lumo_ev": -0.91, "charge": 0, "e_tot_ha": -3154.310442}


# 3
{"formula": "C25H56F4O22", "method": "ωB97M-V/def2-TZVPD", "symbols": ["C", "C", "O", "C", "O", "O", "F", "H", "H", "H", "C", "C", "O", "C", "O", "O", "F", "H", "H", "H", "C", "C", "O", "C", "O", "O", "F", "H", "H", "H", "C", "C", "O", "C", "O", "O", "F", "H", "H", "H", "C", "C", "C", "O", "C", "H", "H", "H", "H", "H", "H", "H", "H", "C", "O", "H", "H", "H", "H", "C", "O", "H", "H", "H", "H", "C", "O", "H", "H", "H", "H", "C", "O", "H", "H", "H", "H", "C", "O", "H", "H", "H", "H", "C", "O", "H", "H", "H", "H", "C", "O", "H", "H", "H", "H", "C", "O", "H", "H", "H", "H", "C", "O", "H", "H", "H", "H"], "xyz": [[3.3537, 3.0753, 1.4528], [4.5768, 3.9694, 1.6323], [5.6127, 3.0682, 1.4076], [5.1936, 2.0336, 0.6979], [5.9297, 1.1414, 0.2197], [3.8846, 2.0794, 0.6058], [4.6618, 4.5055, 2.8439], [2.4789, 3.5342, 0.9921], [3.0529, 2.5966, 2.3848], [4.5203, 4.7821, 0.9081], [-4.6984, 1.7184, 3.5911], [-4.7173, 0.4524, 2.6742], [-3.4140, -0.0197, 2.7802], [-2.6938, 0.7381, 3.7343], [-1.5573, 0.4786, 4.1493], [-3.3967, 1.7922, 4.0648], [-4.8551, 0.7631, 1.4078], [-5.3344, 1.7374, 4.4761], [-4.8782, 2.6156, 2.9989], [-5.4510, -0.2644, 3.0429], [2.5585, 0.2506, -3.4347], [3.6844, 0.9379, -2.7087], [4.5733, 1.1533, -3.8176], [4.2454, 0.4569, -4.9034], [4.7044, 0.5238, -6.0247], [3.1824, -0.3077, -4.5508], [4.2597, 0.1101, -1.8519], [1.8201, 0.9551, -3.8175], [1.9463, -0.3800, -2.7900], [3.4156, 1.8462, -2.1695], [-3.2763, -3.4875, 2.7550], [-1.7984, -3.5358, 3.0013], [-1.6949, -3.2322, 4.4228], [-2.9315, -3.0475, 4.9379], [-3.0816, -2.7732, 6.0934], [-3.8268, -3.3276, 4.0191], [-1.2842, -2.5308, 2.3214], [-3.6795, -4.3693, 2.2571], [-3.5292, -2.6491, 2.1060], [-1.2772, -4.4533, 2.7282], [-0.5958, 0.2373, 0.5310], [0.8514, 0.5454, 0.9497], [1.6237, -0.6714, 0.4063], [0.9740, -0.9630, -0.8094], [-0.3633, -0.5129, -0.7850], [-1.2552, 1.1003, 0.4383], [-1.0851, -0.4328, 1.2379], [0.9911, 0.7674, 2.0077], [1.1578, 1.4950, 0.5109], [1.6359, -1.5767, 1.0132], [2.6658, -0.3527, 0.3808], [-1.1325, -1.2852, -0.7801], [-0.5061, 0.0909, -1.6812], [3.0897, -3.7454, -2.4540], [3.2007, -5.1123, -2.1262], [2.5967, -3.5958, -3.4146], [2.4546, -3.3186, -1.6777], [4.0544, -3.2404, -2.5029], [3.4414, -5.1555, -1.1979], [-3.7543, 3.6668, 0.1141], [-3.0804, 4.8983, -0.1467], [-4.5834, 3.4445, -0.5577], [-3.0435, 2.8411, 0.1471], [-4.2931, 3.7414, 1.0586], [-3.5422, 5.4930, -0.7423], [-0.5935, -4.5531, -2.0069], [-0.0399, -4.0423, -0.8174], [-0.9772, -5.5656, -1.8818], [-1.4336, -3.8980, -2.2375], [0.1472, -4.6975, -2.7935], [0.4204, -3.2163, -0.9833], [-0.5828, 1.3381, -4.8552], [-0.6012, 2.0912, -3.6805], [0.1622, 1.6714, -5.5777], [-0.2949, 0.3031, -4.6712], [-1.5517, 1.2384, -5.3445], [-1.4240, 1.8619, -3.2422], [-0.0563, 3.9931, -0.7745], [0.8256, 3.1632, -1.4473], [0.5675, 4.4711, -0.0192], [-0.3601, 4.7976, -1.4442], [-0.8846, 3.5083, -0.2578], [0.3196, 2.6015, -2.0390], [1.3809, -0.6836, 4.6345], [2.7443, -0.8402, 4.7429], [1.2333, 0.2583, 4.1061], [0.9233, -1.3929, 3.9449], [0.7576, -0.8066, 5.5202], [3.0301, -0.0389, 5.1877], [4.8758, -1.9264, 1.6916], [5.2395, -2.1945, 0.3763], [4.8175, -2.8278, 2.3016], [5.4861, -1.1043, 2.0653], [3.8719, -1.5072, 1.6232], [5.5434, -1.3851, -0.0410], [-3.9649, -1.7296, -1.0336], [-3.2107, -1.4999, -2.2340], [-4.9004, -2.2544, -1.2268], [-3.3871, -2.4299, -0.4305], [-4.1584, -0.8810, -0.3774], [-3.2951, -2.2856, -2.7790], [-3.8622, 1.8255, -3.3413], [-3.0081, 1.2753, -2.3602], [-3.3856, 2.5252, -4.0279], [-4.1796, 0.9067, -3.8344], [-4.7239, 2.2645, -2.8385], [-3.2519, 0.3700, -2.1539]], "atomic_forces_ev_per_a": [[-0.324, 0.138, 0.554], [-1.685, 0.237, -0.664], [1.659, 0.733, 0.230], [3.376, -3.452, -1.463], [-2.753, 3.115, 1.763], [-1.588, -1.265, -1.155], [0.236, 0.053, 0.869], [0.276, 0.079, -0.128], [0.063, 0.149, 0.243], [0.701, 0.063, -0.160], [-1.019, 0.395, -0.651], [0.434, 0.810, 2.833], [1.458, -0.337, 1.766], [3.367, -1.381, 0.334], [-3.767, 0.494, -1.840], [1.205, 0.251, 0.700], [-1.068, 0.524, -2.211], [-0.368, -0.434, -0.344], [-0.232, -0.077, -0.070], [0.009, -0.315, -0.566], [-1.154, 1.130, 0.152], [-0.437, 0.421, -1.943], [1.073, 1.710, 1.334], [-0.318, -0.170, -2.158], [-0.601, -0.215, 2.860], [-0.543, -1.622, -0.882], [0.834, -1.173, 1.144], [0.112, 0.539, 0.131], [0.698, -0.859, -0.293], [0.271, 0.266, -0.426], [-0.540, -0.775, -0.902], [-0.541, -0.516, 1.992], [0.822, -0.593, -2.031], [1.487, -0.138, 2.123], [-0.631, 0.007, -1.257], [-2.491, 0.264, 0.242], [1.747, 1.747, -1.219], [0.014, -0.222, 0.361], [0.151, 0.254, 0.188], [0.073, 0.033, 0.386], [0.623, -0.105, 0.220], [-0.870, 0.132, 0.666], [-0.056, 2.887, 0.848], [0.062, -0.854, 0.007], [-0.781, 1.339, 1.339], [0.230, 0.080, -0.291], [0.106, -0.069, 0.115], [-0.174, -0.744, 0.173], [0.371, -0.323, -0.770], [-0.371, -0.622, 0.341], [0.346, -0.596, -1.295], [0.417, -0.985, -0.874], [0.042, 0.038, -0.525], [-0.212, 0.042, 0.318], [0.032, -0.259, -0.467], [-0.003, -0.390, -0.053], [0.027, 0.751, 0.004], [0.062, 0.086, 0.172], [0.118, -0.143, 0.009], [-0.782, 0.828, 0.175], [0.348, -0.523, 0.113], [0.369, -0.064, -0.626], [-0.023, 0.108, -0.139], [0.345, -0.027, 0.467], [-0.330, -0.321, 0.020], [-0.197, -0.134, -0.274], [0.267, -0.266, 1.062], [-0.068, 0.113, 0.672], [-0.049, -0.122, -0.846], [-0.010, 0.603, -0.226], [0.060, -0.216, -0.376], [0.318, -1.365, -0.976], [0.217, 0.414, 0.267], [-0.162, 0.583, 0.168], [0.114, -0.346, 0.299], [-0.138, 0.513, -0.054], [-0.470, -0.076, 0.509], [0.492, 1.427, 0.584], [0.739, -1.592, -0.119], [-0.258, 0.217, 0.316], [-0.641, -0.037, 0.142], [-0.146, -0.075, -0.289], [0.041, 0.043, -0.669], [-1.779, 0.236, -1.457], [1.188, -0.435, 0.508], [-0.764, 0.455, 0.507], [0.455, -0.530, -0.155], [0.377, 0.449, 0.412], [0.501, -0.169, 0.156], [-0.560, 0.975, -0.269], [0.308, -0.948, -0.813], [0.424, 0.159, -0.085], [0.200, -0.361, 0.649], [-0.576, 0.027, 0.664], [0.148, 0.277, -0.059], [0.199, -1.649, 0.462], [-0.388, 0.748, 0.582], [-0.177, 0.327, -0.204], [0.106, -0.124, 0.309], [0.217, 0.543, -0.759], [-0.022, 0.012, -0.157], [-1.109, -1.576, 0.243], [1.766, 1.114, 1.018], [0.214, -0.102, 0.280], [-0.604, 0.592, -1.016], [-0.049, 0.339, -0.288], [-0.087, -0.179, -0.507]], "orbital_gap_ha": [0.3747, 0.1221], "s_squared": 0.755, "spin_multiplicity": 2, "lumo_ev": [-2.26, -8.89], "charge": 1, "e_tot_ha": -3040.387805}